Record 1
C5H9Br2NO2 in the gas phase, computed with the ωB97M-V functional and the def2-TZVPD basis.

Spin multiplicity: 1
E_tot (hartree): -5549.0142
ΔE to the lowest compared entry with this formula, charge and spin (kcal/mol): 45.9

Element x y z (Å)
H -0.1481 -2.1116 0.7147
C 0.8371 -1.9161 0.1752
N 0.9498 0.2604 1.4273
C -1.6942 -0.1049 0.0880
H 1.6329 -2.2286 0.9777
O 0.5839 -0.4299 2.3456
C -0.2394 1.7828 -0.8632
C 0.9905 -0.4203 0.1344
C -0.4973 0.3261 -0.6848
H 0.6766 2.0379 -0.1989
Br 2.5510 0.0603 -0.9033
H -2.6999 0.4576 -0.2797
H -1.1905 2.3858 -0.5430
Br -0.4077 -0.4322 -2.5635
H -2.0391 -1.1538 0.2439
H -1.6901 0.2427 1.1965
H -0.0959 1.9820 -1.9335
H 1.0825 -2.1194 -0.8440
O 1.3979 1.3814 1.5108

Record 2
C4H8N2O in the gas phase, computed with the ωB97M-V functional and the def2-TZVPD basis.

Spin multiplicity: 1
E_tot (hartree): -341.8857
ΔE to the lowest compared entry with this formula, charge and spin (kcal/mol): 74.0

Element x y z (Å)
H -2.0443 0.8605 1.1078
N 2.5209 0.0782 -0.1506
O -1.9272 -0.6855 -0.2465
H 0.0876 1.5097 -0.9723
H 0.1774 1.6019 0.6728
C 0.3732 -0.5067 -0.1260
C -0.7302 -1.4987 0.0140
H 3.3555 -0.2597 0.1936
H -0.6243 -1.9133 1.0432
C -0.2389 0.9358 -0.1228
H -2.3012 1.1955 -0.6160
H -0.7816 -2.2375 -0.8468
C -1.7009 0.6621 0.0798
N 1.5755 -0.8844 0.0097
H 2.2583 1.1419 -0.0400

Record 3
A molecular structure, C52H54ClCsN6O, computed with the ωB97M-V functional and the def2-TZVPD basis.

Spin multiplicity: 1
E_tot (hartree): -2898.0946
ΔE to the lowest compared entry with this formula, charge and spin (kcal/mol): 21.6
Net charge: -2

Element x y z (Å)
N 1.4382 1.1670 1.5066
C 1.8405 4.3693 3.4088
C 2.2898 -2.5910 -0.3407
H 3.5651 -4.5204 -1.9869
C 1.4341 4.2044 -4.0117
H 6.4752 -2.7261 1.1931
H 4.6094 3.8259 3.0456
C -4.5918 -0.7599 -2.0171
H -1.5982 -6.5984 -0.2560
C -4.3034 -0.0367 -4.6905
N -1.4563 1.9317 -3.5510
C -1.8448 -2.6892 0.9935
H 5.2310 -4.8237 0.5660
H 5.1875 -3.9115 -1.7651
C -1.0466 -4.5592 0.0046
H -5.3072 -0.3847 1.7105
H 5.2500 2.3559 2.3529
H -5.0719 -0.0653 4.7514
C 3.6949 -2.8335 -0.6923
H -3.9666 -4.3965 1.6663
C 2.7485 4.3028 -3.4937
C 0.8758 5.1875 -4.8742
H -5.5488 1.1032 2.5903
H 1.5600 -4.5129 -0.8613
C -0.8565 -5.8937 -0.6454
C -3.5189 0.4730 2.4783
H -2.9734 3.7580 2.7408
H 4.2549 4.7459 0.7136
Cl -6.4793 -1.4745 -5.4993
H -0.6983 3.2862 3.0264
H -2.4189 1.5774 -5.3368
H -3.6668 4.0603 5.1146
H 6.2809 -2.0803 -1.2156
H -0.8035 -6.8222 -2.6261
C -1.2003 3.9466 -4.8931
N -1.2775 0.1126 2.0451
C 0.6713 3.0872 -3.6226
H 4.6985 0.7790 0.7379
C -0.9586 -5.8382 -2.1736
C 4.9520 3.9290 0.9156
C 3.6539 0.4767 0.7580
C -3.5120 -4.7117 0.7223
N 1.1690 2.1132 -2.8106
H 7.6436 -1.4527 0.7990
C 4.2503 -4.1133 -1.2368
H 2.7341 1.4607 -1.6724
H 0.9494 4.9156 3.0840
C 6.5772 -1.6840 0.8810
C -3.4729 0.1028 -2.3532
H -6.3960 -0.8735 3.8911
H 0.8960 3.4095 5.1082
C -5.3254 -0.8597 -4.3090
H 4.8704 -6.1118 -0.5970
C 3.2208 3.3401 -2.6579
H 6.1505 -1.0669 1.6740
H 5.9612 4.3440 1.0016
H 1.5825 4.9987 5.4889
H -0.8486 5.7996 -5.9468
N -0.5665 -2.3996 0.6705
C -1.4488 1.3853 2.4630
C 2.3797 2.2434 -2.3416
H -5.4574 -4.8148 -0.2708
C -2.7444 -1.7850 1.5828
C -5.3297 -0.6312 3.8525
H -2.2431 3.8951 -5.1805
C -2.8692 1.6326 2.7544
C 2.7684 1.3579 1.4063
C -3.4401 2.9179 3.2634
C 1.7318 4.0829 4.9091
C -0.4196 2.3327 2.5842
C 4.5347 3.1655 2.1760
C -2.4927 -0.4719 2.0196
H 6.0175 -0.4133 -0.7639
H 2.6830 5.0439 3.2272
H -4.0793 -4.7269 -1.3806
C 4.4990 -5.1781 -0.1637
C 3.3647 -0.7784 0.1931
H -4.5047 2.9678 3.0175
H -1.9381 -5.4673 -2.4826
C 5.8409 -1.4443 -0.4409
H -6.2824 -1.8793 -2.6649
H -4.5871 -3.2914 -0.5173
C -0.6956 2.9620 -4.0723
H 1.4753 6.0431 -5.1635
H 2.6377 3.5896 5.2702
C -3.3764 0.4614 -3.7585
H -2.2016 3.0669 5.0420
H 4.9294 3.2629 0.0503
H -3.7693 -2.1329 1.6797
Cs -0.2954 0.0274 -0.3879
C -0.4093 5.0469 -5.3016
H -3.3912 -5.7974 0.7935
C 4.3681 -1.7010 -0.3558
C 0.9329 2.1953 2.2191
N 2.1382 -1.3426 0.1480
H -4.7648 -1.5650 3.8883
H 4.2135 3.3964 -2.2307
C -0.0412 -3.4867 0.0737
C 2.0008 3.1319 2.5811
C -3.2595 3.1039 4.7731
H -4.6825 -1.0345 -0.9722
C -5.4685 -1.2225 -2.9533
C -4.9788 0.1697 2.5948
C -4.4689 -4.3717 -0.4239
H 3.5776 -5.3942 0.3804
H -4.2011 0.2436 -5.7350
C -2.1714 -4.0607 0.5805
C 3.1507 2.6011 2.0856
C 1.2734 -3.5644 -0.4151
H 0.1228 -6.3009 -0.3717
H 3.3593 5.1594 -3.7610
H -0.2126 -5.1531 -2.5805
C -2.3641 1.3685 -4.2523
O -2.6575 0.4808 -1.4904
H -3.7603 2.3009 5.3193